71
Properties=species:S:1:pos:R:3 method="wB97M-V/def2-TZVPD" multiplicity=6 homo_lumo_gap_ev="6.6290 / 5.7833"
C -0.77241 -2.40676 2.41125
C -0.79932 -2.50672 0.98032
C 0.62034 -2.63292 0.56599
H -1.71002 -2.62526 0.37927
C 1.41577 -2.62927 1.75831
C 0.56881 -2.44534 2.86029
H 0.93248 -2.35031 3.88365
H -1.69445 -2.38435 3.00186
H 0.96373 -2.89119 -0.43085
H 2.51051 -2.79847 1.83869
Ru 0.07241 -0.60992 0.72018
Cl 2.22769 0.25025 0.62023
P 0.30010 -0.52395 -1.66330
C 1.40812 -1.65777 -2.74684
C 1.00176 -2.28564 -3.95153
H -0.04670 -2.29374 -4.26335
C 1.92238 -2.92680 -4.79007
H 1.57154 -3.38804 -5.70486
C 3.27138 -2.98836 -4.46810
H 3.97696 -3.50571 -5.11343
C 3.68673 -2.37319 -3.29317
H 4.73556 -2.39450 -3.02680
C 2.77897 -1.72985 -2.44438
H 3.15465 -1.26268 -1.52867
C -1.30624 -0.92689 -2.54751
C -1.89745 -2.17259 -2.25897
H -1.40316 -2.89152 -1.58882
C -3.11582 -2.53343 -2.83259
H -3.59726 -3.43764 -2.48370
C -3.69454 -1.75871 -3.82996
H -4.63056 -2.06021 -4.29003
C -3.04493 -0.59399 -4.22728
H -3.44960 0.00113 -5.03597
C -1.87989 -0.15530 -3.58443
H -1.42241 0.78723 -3.90960
C 0.73049 1.07805 -2.56529
C 1.39562 1.19864 -3.81099
H 1.84646 0.33232 -4.30697
C 1.50771 2.44362 -4.44343
H 2.00804 2.50469 -5.40257
C 1.00039 3.59829 -3.85923
H 1.10741 4.56330 -4.34496
C 0.36285 3.49228 -2.62987
H -0.04503 4.37013 -2.14415
C 0.23988 2.25907 -1.98908
H -0.25546 2.21491 -1.01265
C -3.13340 -0.04770 3.90709
Si -1.37747 0.41050 4.48417
C -1.41103 1.96295 5.59419
C -0.67814 -0.90598 5.60282
N -0.26315 0.55457 2.96358
C 0.31615 1.77337 2.88259
C -0.02102 2.52668 1.73023
C 0.47786 3.79742 1.50451
C 1.35536 4.37894 2.42827
C 1.76170 3.65708 3.55531
C 1.28381 2.37216 3.78913
H -3.89131 -0.18734 4.69941
H -3.12100 -0.99674 3.31920
H -3.53945 0.74978 3.24328
H -2.14947 1.97349 6.43010
H -0.41263 2.10647 6.07418
H -1.61422 2.88485 5.01677
H -0.85577 -1.92400 5.21248
H 0.42002 -0.78870 5.63794
H -1.03500 -0.92891 6.66889
H -0.73933 2.05823 1.04457
H 0.16441 4.33119 0.60886
H 1.75281 5.37900 2.21546
H 2.46420 4.12150 4.24855
H 1.69258 1.78832 4.64178

70
Properties=species:S:1:pos:R:3 method="wB97M-V/def2-TZVPD" homo_lumo_gap_ev=4.4364 total_charge=+1 de_lowest_kcal_mol=28.1
C 6.81441 -1.63628 4.55127
N 6.27996 -1.04610 3.33282
C 6.74245 -1.70105 2.11818
C 5.01645 -0.42870 3.36711
C 4.91721 0.97702 3.54568
C 3.68256 1.58210 3.62826
C 2.47546 0.83518 3.54228
C 1.21258 1.49624 3.63333
C -0.01712 0.84419 3.56637
C -1.24405 1.50090 3.57201
C -2.51077 0.84609 3.49670
C -3.71390 1.60438 3.51514
C -4.95014 0.99956 3.45825
C -5.05452 -0.41412 3.36133
N -6.32110 -1.02504 3.32638
C -6.80588 -1.64729 2.10355
C -6.87370 -1.60819 4.53948
C -3.86872 -1.18536 3.32514
C -2.63146 -0.57061 3.39857
C 2.59178 -0.57358 3.35912
C 3.82788 -1.18859 3.26538
H 6.51479 -1.02672 5.41124
H 6.45230 -2.66787 4.70486
H 7.90918 -1.66326 4.48625
H 6.41645 -1.12367 1.24499
H 7.83925 -1.73876 2.13514
H 6.36129 -2.73203 2.02624
H 5.83855 1.56076 3.60440
H 3.61201 2.65990 3.76895
H 1.20444 2.58450 3.73741
H -0.01854 -0.24476 3.50315
H -1.23319 2.59219 3.63354
H -3.63892 2.68968 3.58056
H -5.87188 1.58531 3.47778
H -6.45495 -1.07270 1.23811
H -6.46320 -2.69099 2.00077
H -7.90380 -1.64567 2.11558
H -6.54786 -1.01997 5.40513
H -7.96951 -1.59044 4.47968
H -6.55306 -2.65493 4.68021
H -3.94557 -2.27402 3.25103
H -1.73587 -1.18997 3.38025
H 1.69423 -1.18694 3.29152
H 3.90151 -2.27135 3.13040
C -3.57270 3.30472 7.54481
C -3.50679 4.02114 6.34048
C -2.28547 4.52041 5.88982
C -1.11271 4.28896 6.62394
C 0.20108 4.75398 6.04560
C 1.39108 4.18114 6.54839
N 2.66046 4.54789 6.14340
C 2.87529 5.41443 5.09296
C 4.15144 5.73506 4.67996
C 5.25890 5.17175 5.31027
C 5.03168 4.27651 6.36422
C 3.75280 3.96098 6.76147
O 0.16247 5.61151 5.12591
C -1.19582 3.63606 7.86077
C -2.41461 3.12182 8.31011
H -4.52615 2.90204 7.88733
H -4.40209 4.19420 5.74308
H -2.22525 5.08071 4.95577
H 1.36266 3.42309 7.32625
H 1.98828 5.83334 4.64381
H 4.23903 6.44049 3.85719
H 6.26906 5.42015 4.99718
H 5.85577 3.80772 6.89836
H 3.50000 3.27229 7.56538
H -0.29579 3.53121 8.46558
H -2.45113 2.58057 9.25766

78
Properties=species:S:1:pos:R:3 method="wB97M-V/def2-TZVPD" multiplicity=3 homo_lumo_gap_ev="6.0194 / 7.8588" total_charge=+2
Ti -0.05108 0.01764 0.10972
C 0.06807 -0.03752 4.50589
O -0.76373 -1.10915 4.00540
C -0.72098 -1.04234 2.68855
N -0.08846 -0.03296 2.15707
C 0.38844 0.82098 3.25586
C 1.85955 1.16822 3.15954
C 2.34776 2.26043 3.86881
C 3.69759 2.57275 3.83444
C 4.57214 1.79884 3.08710
C 4.09359 0.70710 2.38160
C 2.74374 0.38947 2.41879
C -1.23838 -2.04222 1.80471
C -1.82359 -3.24975 2.13249
C -2.11141 -4.16145 1.11641
C -1.74008 -3.86492 -0.19116
C -1.15195 -2.63901 -0.45529
N -0.95227 -1.69002 0.51100
C -0.54736 -2.21498 -1.67297
N -0.01689 -1.01070 -1.74400
C 0.74691 -0.98386 -3.02092
C 0.43513 -2.35854 -3.66216
O -0.40406 -3.02129 -2.70347
C 2.23889 -0.80930 -2.81830
C 2.99339 -0.17010 -3.79399
C 4.36245 -0.01132 -3.63299
C 4.98759 -0.50065 -2.49669
C 4.24210 -1.15968 -1.52998
C 2.87342 -1.30896 -1.68503
H 0.97287 -0.47647 4.92690
H -0.48143 0.48481 5.28395
H -0.20592 1.74027 3.25131
H 1.67179 2.86588 4.46212
H 4.06822 3.41796 4.39868
H 5.62629 2.04035 3.06731
H 4.77659 0.09074 1.81362
H 2.38737 -0.49015 1.89304
H -2.01429 -3.48320 3.17090
H -2.57645 -5.10822 1.34849
H -1.86574 -4.57701 -0.99505
H 0.37751 -0.19255 -3.67795
H 1.32963 -2.96272 -3.80334
H -0.10244 -2.28047 -4.60499
H 2.50749 0.18745 -4.69608
H 4.93813 0.49272 -4.39840
H 6.05720 -0.39346 -2.37516
H 4.73183 -1.57465 -0.65939
H 2.30809 -1.84912 -0.92996
N -0.45633 1.83241 -2.70086
N 0.80596 2.36516 -2.92130
C 1.75085 2.48984 -1.96357
N 2.82073 3.20134 -2.30348
S 1.71783 1.81368 -0.40737
H -0.55756 0.92844 -3.14878
H -1.15023 2.45944 -3.09155
H 1.00248 2.74280 -3.83699
H 2.88704 3.72878 -3.15904
H 3.56597 3.28892 -1.63269
C -7.06526 1.20289 -2.53128
C -5.76411 1.60793 -1.90632
C -4.78991 0.66163 -1.59297
C -3.60183 1.02921 -0.98052
C -3.39031 2.36527 -0.67576
C -4.33127 3.33266 -1.00274
C -5.51350 2.94812 -1.60788
S -1.83216 2.87009 0.06797
C -2.44283 3.52158 1.63643
O -1.18513 1.55257 0.48296
H -7.27050 0.14703 -2.36766
H -7.05452 1.38577 -3.60740
H -7.88463 1.78654 -2.11390
H -4.97234 -0.37959 -1.82754
H -2.85875 0.28672 -0.71842
H -4.14962 4.37752 -0.77810
H -6.25998 3.69421 -1.84778
H -3.19982 2.86851 2.06288
H -2.84489 4.51857 1.46096
H -1.57280 3.60685 2.28642

82
Properties=species:S:1:pos:R:3 method="wB97M-V/def2-TZVPD" multiplicity=3 homo_lumo_gap_ev="6.4160 / 6.2885" de_lowest_kcal_mol=34.9
V -0.47651 -0.49012 -0.57345
C -2.64463 -1.79684 3.24695
N -1.48219 -1.09529 2.72780
C -0.45417 -1.08871 3.75811
C -1.80526 0.27297 2.33624
C -2.82406 0.36572 1.21124
N -2.36919 -0.27077 -0.02842
C -3.34105 -0.57601 -0.95932
C -2.91285 -1.18962 -2.14184
F -1.55299 -1.31194 -2.27679
C -3.71740 -1.60503 -3.17042
F -3.16313 -2.17584 -4.24187
C -5.08459 -1.41527 -3.09162
C -5.55145 -0.77863 -1.96098
F -6.86369 -0.54115 -1.83986
C -4.73042 -0.35572 -0.92565
F -5.33324 0.29702 0.08573
H -3.09023 -1.26550 4.10504
H -2.34747 -2.79282 3.57528
H -3.42086 -1.91775 2.49248
H -0.82135 -0.64583 4.69930
H 0.40734 -0.51147 3.43214
H -0.13347 -2.11027 3.96559
H -0.88274 0.77828 2.05042
H -2.21490 0.83472 3.19644
H -3.03914 1.42554 1.03553
H -3.75792 -0.08100 1.54667
H -5.75051 -1.72897 -3.87983
S 1.61596 -0.39442 -1.91357
C 2.24884 -1.76395 -1.06963
N 3.56616 -1.97604 -1.09102
N 4.16722 -2.85341 -0.31864
C 3.71412 -3.65515 0.77989
C 3.82808 -5.02990 0.68034
C 3.46577 -5.82591 1.76080
C 2.99291 -5.24329 2.92350
C 2.89502 -3.85797 3.01562
C 3.26341 -3.05767 1.95140
N 1.45269 -2.69738 -0.50491
N 0.19917 -2.39346 -0.46608
C -0.61466 -3.56237 -0.33074
C -1.86802 -3.45997 0.25569
C -2.67494 -4.58302 0.35865
C -2.23454 -5.80494 -0.12927
C -0.98472 -5.89612 -0.72772
C -0.17061 -4.78131 -0.83611
H 5.12141 -3.00643 -0.60408
H 4.17909 -5.47470 -0.24197
H 3.54739 -6.90176 1.68408
H 2.70491 -5.86255 3.76226
H 2.53700 -3.40282 3.92959
H 3.18042 -1.98008 2.00725
H -2.18650 -2.50460 0.63862
H -3.64809 -4.49812 0.82579
H -2.86444 -6.68109 -0.05203
H -0.64275 -6.84314 -1.12467
H 0.79665 -4.84428 -1.31228
C 0.69672 3.57033 -2.39756
Si -0.72447 2.61820 -1.61064
C -1.56253 1.67580 -2.99425
C -1.99872 3.80084 -0.90957
N -0.14817 1.51393 -0.38466
C 0.81735 1.93221 0.49929
C 1.20955 3.25816 0.75870
C 2.20042 3.56063 1.68002
C 2.84485 2.56966 2.40699
C 2.46410 1.24781 2.21149
C 1.48469 0.99571 1.28798
F 1.05389 -0.31582 1.13414
H 0.52474 3.66270 -3.47154
H 1.64135 3.04151 -2.25880
H 0.81812 4.57853 -2.00062
H -1.70062 2.39116 -3.80905
H -2.55140 1.29862 -2.73175
H -0.96309 0.85534 -3.39345
H -2.36589 4.46749 -1.69336
H -1.60069 4.42108 -0.10516
H -2.85537 3.25112 -0.51438
H 0.72370 4.06602 0.23205
H 2.46883 4.59779 1.83219
H 3.62179 2.81406 3.11691
H 2.91385 0.42949 2.75768

What F_max values result from the calculations? In sequence: 0.0757, 0.0198, 0.0501, 0.0263 hartree/bohr.